Below is C21H45AsF12O23S2V3 as an isolated structure at a distorted geometry, with properties calculated with ωB97M-V with the def2-TZVPD basis set.

Calculated values
HOMO-LUMO gap, eV: 5.803
Net charge: -1
Lowest unoccupied orbital energy, eV: -0.39

Last column: Löwdin charge in e.
CARTESIAN COORDINATES (ANGSTROEM)
O (-0.42299, -0.55448, -4.48623)  -0.287
V (0.75452, 0.49268, -4.31754)  1.055
O (0.21615, 1.98131, -4.40920)  -0.218
O (4.79355, -1.90520, -3.62054)  -0.291
V (3.45383, -1.18104, -3.05315)  0.984
O (2.48196, -2.36884, -2.57543)  -0.318
O (1.29353, -0.08230, 3.08632)  -0.289
V (1.76380, -1.38219, 2.30718)  0.920
O (0.71368, -2.48616, 2.53328)  -0.271
C (5.80210, 0.35008, 1.05886)  -0.482
F (6.80847, 0.52897, 0.11082)  0.094
F (5.99488, -0.85620, 1.73105)  0.070
F (5.84938, 1.41292, 1.89608)  0.130
S (4.14748, 0.31712, 0.10014)  0.588
O (4.31991, -0.36604, -1.13992)  -0.311
O (3.24694, -0.33580, 1.04746)  -0.359
O (3.71169, 1.71079, -0.15367)  -0.239
S (3.76080, 1.70113, -3.65374)  0.234
O (4.07693, 2.76474, -2.69669)  -0.279
O (2.66642, 0.85368, -3.16235)  -0.491
O (3.36723, 2.24856, -4.96062)  -0.344
O (4.85207, 0.75203, -3.87117)  -0.357
As (-0.68555, -0.61378, -0.76413)  1.019
F (0.65326, -0.75208, 0.49018)  -0.294
F (0.45651, -0.29239, -2.12228)  -0.304
F (-2.04442, -0.45520, -1.97471)  -0.275
F (-1.79295, -0.95276, 0.53439)  -0.230
F (-0.64270, 1.17878, -0.58590)  -0.240
F (-0.52957, -2.40010, -1.12930)  -0.262
C (3.74508, -0.97460, 4.87682)  -0.013
O (3.45370, -1.70705, 3.66056)  -0.265
C (4.15335, -2.94010, 3.58418)  -0.169
C (4.23597, -3.43382, 2.18928)  -0.202
O (2.97162, -3.37733, 1.59003)  -0.248
C (2.93489, -3.88495, 0.27288)  -0.055
H (4.72593, -0.52003, 4.73747)  0.101
H (3.86915, -1.70835, 5.67326)  0.095
H (3.00993, -0.21292, 5.13665)  0.100
H (3.64958, -3.67533, 4.21168)  0.147
H (5.21035, -2.82253, 3.82297)  0.143
H (4.59522, -4.46285, 2.17766)  0.145
H (4.91015, -2.82223, 1.58966)  0.121
H (3.73307, -3.52617, -0.37696)  0.093
H (1.97257, -3.65018, -0.18202)  0.093
H (3.08255, -4.96437, 0.30668)  0.098
C (-7.25356, -5.07363, 0.83003)  -0.152
O (-5.97539, -5.05284, 0.33376)  -0.182
C (-5.60718, -3.89444, -0.38356)  -0.183
C (-4.05834, -3.85748, -0.49887)  -0.171
O (-3.62640, -4.86031, -1.42649)  -0.168
C (-2.35586, -4.55474, -1.85254)  -0.160
H (-7.26098, -5.91322, 1.52510)  0.086
H (-8.02367, -5.25521, 0.08032)  0.087
H (-7.47608, -4.23272, 1.48688)  0.085
H (-6.00375, -3.04452, 0.17183)  0.112
H (-6.13000, -3.83132, -1.33790)  0.123
H (-3.63090, -3.98956, 0.49509)  0.126
H (-3.68618, -2.86329, -0.74621)  0.109
H (-2.26410, -3.78683, -2.62065)  0.100
H (-1.94276, -5.52616, -2.12417)  0.086
H (-1.70411, -4.57455, -0.97909)  0.081
C (4.55022, 4.49884, 2.54949)  -0.111
O (3.74348, 4.19096, 1.38930)  -0.179
C (2.32732, 4.29864, 1.70483)  -0.195
C (1.42338, 3.66732, 0.68587)  -0.176
O (1.76208, 4.24890, -0.62259)  -0.167
C (0.99453, 3.93444, -1.80290)  -0.098
H (4.42963, 3.70310, 3.28458)  0.075
H (4.38165, 5.48522, 2.98162)  0.075
H (5.58836, 4.54739, 2.22085)  0.080
H (2.10352, 5.36329, 1.63745)  0.119
H (2.08604, 3.94832, 2.70840)  0.121
H (0.36844, 3.84252, 0.89685)  0.106
H (1.54911, 2.58832, 0.77554)  0.102
H (1.03189, 2.88993, -2.11224)  0.040
H (1.19307, 4.31397, -2.80522)  0.086
H (-0.04725, 4.15867, -1.57375)  0.077
C (-2.23284, 3.92101, 3.24378)  -0.084
O (-1.54564, 3.60450, 4.46140)  -0.164
C (-2.33265, 2.86331, 5.33108)  -0.236
C (-2.45536, 1.37594, 4.95517)  -0.213
O (-3.54279, 1.26438, 4.04769)  -0.196
C (-3.44385, 0.03931, 3.26336)  -0.079
H (-1.48725, 4.24491, 2.51764)  0.072
H (-2.84090, 4.82361, 3.30435)  0.081
H (-2.86281, 3.15004, 2.80010)  0.086
H (-3.35682, 3.22437, 5.42481)  0.124
H (-1.80248, 2.94213, 6.28019)  0.121
H (-2.46572, 0.72794, 5.83158)  0.118
H (-1.49056, 1.18956, 4.48344)  0.121
H (-2.77031, 0.21612, 2.42480)  0.064
H (-4.42099, -0.10191, 2.80144)  0.082
H (-3.09184, -0.90258, 3.68410)  0.088
C (-4.44397, 2.28504, -4.19293)  -0.051
C (-3.38939, 1.14870, -4.14537)  -0.163
O (-3.37896, 0.48392, -5.44269)  0.014
C (-2.72419, 0.95063, -6.51456)  -0.388
O (-1.94981, 1.88687, -6.46783)  0.136
C (-2.91511, 0.31939, -7.85551)  -0.522
F (-3.52648, 1.22734, -8.59564)  0.185
F (-1.67549, 0.06492, -8.45564)  0.118
F (-3.65669, -0.77793, -7.71279)  0.176
H (-4.47306, 2.74677, -3.20599)  0.075
H (-5.45373, 2.01782, -4.50450)  0.075
H (-4.06548, 3.12254, -4.77896)  0.075
H (-3.58167, 0.34153, -3.43854)  0.108
H (-2.42934, 1.60559, -3.90529)  0.105

Below is a 7-piece molecular cluster, C21H45ClN2O18P3S overall at a distorted geometry, with properties calculated with ωB97M-V with the def2-TZVPD basis set.

Calculated values
HOMO-LUMO gap, eV: 8.233
Net charge: -1
Lowest unoccupied orbital energy, eV: 2.27

Last column: Löwdin charge in e.
CARTESIAN COORDINATES (ANGSTROEM)
Cl (2.56080, 19.56927, -7.03738)  0.634
O (2.45367, 18.26567, -7.63680)  -0.346
O (1.41571, 20.37548, -7.39976)  -0.368
O (2.53654, 19.42564, -5.58837)  -0.382
O (3.78739, 20.18924, -7.46314)  -0.350
C (6.47285, 19.19928, -9.15358)  -0.211
C (5.65528, 19.71473, -10.32601)  -0.238
C (5.99295, 18.81095, -11.49800)  -0.234
S (5.89005, 17.16868, -10.76345)  0.660
O (6.95217, 16.32649, -11.27455)  -0.349
O (4.52527, 16.73114, -10.87196)  -0.315
C (6.28449, 17.67602, -9.07638)  -0.200
H (6.16405, 19.62433, -8.20066)  0.100
H (7.52875, 19.42509, -9.31830)  0.117
H (5.84288, 20.76628, -10.55142)  0.116
H (4.57518, 19.66232, -10.15818)  0.112
H (7.00810, 18.96224, -11.86784)  0.103
H (5.32695, 18.75905, -12.35729)  0.101
H (7.17003, 17.10912, -8.81042)  0.098
H (5.40262, 17.41404, -8.49177)  0.100
C (-3.12045, 26.82711, -8.88587)  -0.094
O (-2.21377, 25.73300, -8.91997)  -0.194
P (-1.57320, 25.17884, -7.60689)  0.310
O (-2.29007, 25.46404, -6.35757)  -0.232
O (-1.51585, 23.65354, -7.99336)  -0.201
C (-1.24949, 22.68636, -6.98283)  -0.092
O (-0.10470, 25.72884, -7.64596)  -0.203
C (0.88748, 25.59702, -6.62802)  -0.070
H (-2.87070, 27.55147, -9.65522)  0.085
H (-3.15029, 27.28021, -7.89508)  0.081
H (-4.12709, 26.44579, -9.07500)  0.090
H (-0.64147, 21.84956, -7.31861)  0.072
H (-2.17553, 22.25706, -6.59178)  0.094
H (-0.77317, 23.14191, -6.11251)  0.073
H (1.82941, 25.36195, -7.11306)  0.091
H (0.62168, 24.79537, -5.93497)  0.075
H (0.93448, 26.48818, -6.00350)  0.088
C (2.99931, 22.13549, -4.10154)  -0.098
O (3.34486, 23.37877, -3.49224)  -0.218
P (4.56956, 24.20997, -4.07564)  0.319
O (4.52965, 24.43544, -5.51272)  -0.206
O (4.53753, 25.47362, -3.14461)  -0.219
C (3.47333, 26.42628, -3.20067)  -0.074
O (5.84030, 23.44683, -3.54300)  -0.199
C (6.23742, 23.44627, -2.18198)  -0.101
H (2.07638, 21.77057, -3.66218)  0.086
H (3.75993, 21.36143, -3.97938)  0.088
H (2.86741, 22.22046, -5.18181)  0.077
H (3.80976, 27.27752, -3.78659)  0.092
H (3.24052, 26.70588, -2.17665)  0.089
H (2.57482, 25.99959, -3.64729)  0.080
H (6.85664, 22.56755, -2.02017)  0.089
H (5.37668, 23.36186, -1.51272)  0.090
H (6.77536, 24.35828, -1.92979)  0.086
C (1.91773, 22.94496, -9.35626)  -0.052
O (2.72040, 24.09389, -9.72395)  -0.182
P (2.67139, 24.71754, -11.14548)  0.300
O (3.09478, 26.10094, -11.22051)  -0.215
O (3.55818, 23.81217, -12.10081)  -0.203
C (3.23739, 22.45644, -12.41799)  -0.089
O (1.17110, 24.43466, -11.58557)  -0.237
C (0.54312, 25.29011, -12.54391)  -0.085
H (1.58766, 22.40404, -10.24207)  0.079
H (1.02900, 23.27890, -8.83419)  0.075
H (2.54573, 22.23829, -8.82196)  0.075
H (3.89451, 22.14334, -13.22354)  0.087
H (2.19254, 22.37925, -12.71894)  0.087
H (3.40512, 21.81377, -11.55313)  0.075
H (1.22331, 25.52713, -13.36280)  0.088
H (0.22070, 26.21504, -12.07044)  0.088
H (-0.31188, 24.73473, -12.92127)  0.087
N (4.57405, 16.82083, -5.06207)  0.022
C (5.79515, 16.50758, -4.53243)  -0.147
C (5.77479, 15.16843, -4.23141)  -0.132
C (4.48296, 14.67393, -4.55561)  -0.120
C (3.76552, 15.72954, -5.06047)  -0.133
H (4.27906, 17.72011, -5.40654)  0.112
H (6.56175, 17.25726, -4.44217)  0.099
H (6.59149, 14.63380, -3.77270)  0.080
H (4.14930, 13.66853, -4.36124)  0.082
H (2.76987, 15.76030, -5.46823)  0.110
N (-0.33710, 18.84091, -4.96804)  0.027
C (-1.20962, 19.30551, -4.01996)  -0.152
C (-2.21939, 18.40042, -3.90782)  -0.136
C (-1.96184, 17.34205, -4.83071)  -0.116
C (-0.80118, 17.67216, -5.48314)  -0.137
H (0.39413, 19.37872, -5.40940)  0.088
H (-1.12748, 20.30287, -3.62194)  0.100
H (-3.03700, 18.46221, -3.20698)  0.081
H (-2.63786, 16.51656, -4.97676)  0.080
H (-0.34619, 17.23981, -6.35921)  0.111

Number 1: HOMO energy -6.198 eV. Number 2: HOMO energy -5.963 eV.